A single C3H5BrN2O2 molecule, computed with ωB97M-V/def2-TZVPD.

Geometry (Å):
C 1.979 -0.283 0.037
C 1.532 0.799 -0.706
C -0.399 -0.343 -0.720
N -1.541 -0.589 -0.128
N -2.203 0.341 0.757
O 1.199 -1.183 0.460
O 0.130 0.887 -0.754
Br -1.806 0.011 2.723
H 3.051 -0.067 0.324
H 2.125 1.707 -1.067
H -0.274 -1.074 -1.559
H -1.824 -1.520 0.062
H -1.970 1.315 0.573

Properties
Gap between HOMO and LUMO = 0.244 Eh
Charge = 0
E_HOMO = -7.52 eV



A 7-piece molecular cluster, C19H39NO20 overall, computed with ωB97M-V/def2-TZVPD.

Geometry (Å):
C 1.605 14.165 24.932
N 0.440 13.694 25.759
O 0.282 12.513 25.934
O -0.311 14.521 26.261
H 1.775 15.231 25.077
H 1.325 13.786 23.949
H 2.518 13.635 25.202
C 6.513 11.451 9.253
O 6.059 11.355 10.577
C 5.844 12.448 11.239
O 5.969 13.554 10.734
O 5.555 12.118 12.543
C 5.146 13.090 13.500
H 7.516 11.876 9.216
H 5.846 12.077 8.660
H 6.588 10.470 8.784
H 4.466 12.651 14.230
H 4.519 13.867 13.061
H 6.049 13.400 14.026
C 7.422 14.637 19.969
O 6.398 15.567 20.270
C 6.515 16.864 19.929
O 7.332 17.447 19.173
O 5.503 17.529 20.558
C 5.186 18.867 20.442
H 6.927 13.683 19.788
H 8.156 14.550 20.771
H 7.886 14.879 19.013
H 4.120 19.034 20.594
H 5.441 19.475 19.575
H 5.646 19.426 21.257
C -0.640 10.717 13.116
O -0.182 11.115 11.848
C 0.067 12.445 11.638
O -0.122 13.346 12.452
O 0.477 12.626 10.370
C 0.594 13.918 9.760
H -1.596 11.166 13.386
H 0.053 10.998 13.909
H -0.654 9.628 13.135
H 1.587 14.363 9.824
H -0.093 14.666 10.155
H 0.426 13.776 8.692
C 8.911 7.979 29.872
O 7.829 8.003 29.002
C 7.107 6.939 28.736
O 7.369 5.762 29.122
O 6.159 7.242 27.790
C 5.081 6.403 27.371
H 8.570 8.050 30.905
H 9.703 8.710 29.706
H 9.462 7.040 29.837
H 5.271 5.413 27.787
H 4.998 6.392 26.284
H 4.206 6.808 27.879
C -2.014 6.689 18.784
O -2.939 7.625 19.284
C -4.084 7.931 18.663
O -5.117 8.463 19.195
O -4.034 7.443 17.375
C -5.295 7.371 16.625
H -2.479 6.039 18.043
H -1.661 6.081 19.617
H -1.188 7.300 18.420
H -6.107 6.969 17.230
H -5.216 6.632 15.828
H -5.694 8.236 16.095
C 4.507 9.419 21.360
O 5.135 8.837 20.334
C 4.583 8.962 19.128
O 3.643 9.689 18.886
O 5.169 8.050 18.237
C 4.626 7.993 16.947
H 3.803 8.774 21.885
H 3.946 10.332 21.159
H 5.294 9.735 22.045
H 4.423 8.918 16.409
H 3.658 7.524 17.127
H 5.186 7.284 16.337

Properties
Gap between HOMO and LUMO = 0.395 Eh
Charge = 0
SMILES = C[N+](=O)[O-].COC(=O)OC.COC(=O)OC.COC(=O)OC.COC(=O)OC.COC(=O)OC.COC(=O)OC
E_HOMO = -10.69 eV



A 4-piece molecular cluster, H6IO3 overall, computed with ωB97M-V/def2-TZVPD.

Geometry (Å):
I 27.304 34.812 42.404
O 24.344 32.656 41.927
H 25.163 33.039 42.089
H 23.650 33.088 42.560
O 29.728 32.803 40.776
H 29.108 33.405 41.255
H 29.662 31.935 40.978
O 27.376 38.234 41.597
H 27.281 38.878 42.244
H 27.551 37.376 41.888

Properties
Gap between HOMO and LUMO = 0.288 Eh
Charge = -1
E_HOMO = -4.28 eV



A 2-piece molecular cluster, C3H5N2O2 overall, computed with ωB97M-V/def2-TZVPD.

Geometry (Å):
C -0.948 -0.636 -2.114
C 0.622 -0.092 -0.066
C 0.628 1.380 -0.193
N -1.774 -0.186 -1.408
N -0.211 0.542 0.658
O -2.123 0.563 -0.536
O -0.454 -1.580 -2.812
H 1.058 -1.056 -0.198
H 0.149 1.860 -1.038
H 1.402 1.967 0.288
H -0.906 0.541 1.389
H -0.356 -1.413 -3.768

Properties
Gap between HOMO and LUMO (spin up / spin down) = 0.350 / 0.350 Eh
Charge = +1
E_HOMO (spin up / spin down) = -14.34 / -14.34 eV



| no. | maximum force (eV/Å) |
| --- | --- |
| 1 | 4.537 |
| 2 | 5.722 |
| 3 | 5.119 |
| 4 | 1.708 |